Computed, not measured: a molecular structure, C25H18Br3N6O3S2Ti, with ωB97M-V with the def2-TZVPD basis set.

XYZ file:
```
58
Properties=species:S:1:pos:R:3:lowdin_spin:R:1
Ti -0.20 1.20 0.99 0.99
C 4.77 -1.70 0.38 0.00
C 3.60 -2.51 -0.09 0.02
C 3.62 -3.88 -0.22 0.01
C 2.48 -4.57 -0.63 0.03
C 1.40 -3.80 -0.97 0.00
Br -0.19 -4.66 -1.63 0.00
N 1.35 -2.48 -0.92 0.04
C 2.39 -1.86 -0.35 0.01
H 5.63 -2.32 0.59 0.00
H 4.51 -1.15 1.29 0.00
H 5.05 -0.96 -0.37 0.00
H 4.53 -4.43 0.01 0.00
H 2.44 -5.65 -0.72 0.00
H 2.36 -0.78 -0.42 0.00
S 1.10 1.62 -1.02 0.01
C 0.27 2.95 -1.81 0.01
C 0.91 3.61 -2.85 0.00
C 0.29 4.65 -3.54 0.00
C 0.98 5.29 -4.62 0.00
N 1.54 5.80 -5.49 0.00
C -1.01 5.04 -3.18 0.00
C -1.64 4.38 -2.13 0.00
C -1.03 3.34 -1.43 0.01
S -1.90 2.58 -0.12 0.00
C -1.69 6.10 -3.86 0.00
N -2.25 6.95 -4.40 0.00
H 1.91 3.31 -3.14 0.00
H -2.64 4.69 -1.84 0.00
C -3.96 -0.72 3.30 0.00
O -3.48 -1.32 2.08 0.00
C -2.43 -0.71 1.55 0.01
O -1.89 0.28 2.04 0.01
N -1.99 -1.30 0.42 0.00
N -0.94 -0.67 -0.25 0.00
H -4.82 -1.32 3.59 0.00
H -4.26 0.31 3.12 0.00
H -3.19 -0.76 4.06 0.00
H -2.49 -2.07 0.00 0.00
H -1.26 -0.19 -1.08 0.00
H -0.21 -1.35 -0.51 0.00
Br 1.78 4.44 4.29 0.00
C 2.17 2.60 4.12 0.01
C 3.11 2.02 4.97 0.06
C 3.38 0.67 4.87 0.03
Br 4.67 -0.08 6.06 0.00
C 2.74 -0.15 3.93 0.03
C 2.89 -1.58 3.81 0.18
C 2.15 -2.23 2.85 0.02
C 1.32 -1.54 1.96 0.21
N 1.10 -0.19 2.11 0.20
C 1.83 0.47 3.06 0.03
C 1.52 1.85 3.15 0.05
O 0.60 2.31 2.32 0.00
H 3.62 2.63 5.71 0.00
H 3.54 -2.11 4.48 0.01
H 2.23 -3.31 2.75 0.00
H 0.53 -2.10 1.49 0.01
```

Multiplicity: 3
LUMO (alpha / beta), eV: 1.83 / 1.82
Max |F|, eV/Å: 1.47
Relative energy (zero: lowest compared OMol25 entry of this formula, charge and spin), kJ/mol: 11.0
Net charge: -1
E_HOMO (alpha / beta), eV: -2.75 / -5.06